Entry from OMol25: 16 unconnected molecules or ions with the total composition C32H90ClIN32O20 in a non-equilibrium geometry (ωB97M-V/def2-TZVPD).

The calculation puts the HOMO energy at -7.81 eV. As for the LUMO energy: 0.0 eV. The total charge is 0. The calculated total energy is -5288.740349 a.u.

Element x y z (Å)
C  -0.478  0.350  -6.647
C  0.481  0.224  -5.440
C  0.276  1.412  -4.501
Cl  1.763  1.891  -3.656
C  -1.050  1.388  -3.731
C  -1.676  2.800  -3.817
C  -0.810  4.022  -3.444
O  -0.794  4.927  -4.316
O  -0.234  4.062  -2.317
O  -2.887  2.984  -3.102
C  -3.570  1.819  -2.755
C  -4.616  2.160  -1.686
C  -4.100  3.087  -0.599
C  -4.076  4.583  -0.967
O  -4.739  4.883  -2.191
C  -2.745  0.592  -2.322
N  -1.215  0.690  -2.384
C  -0.866  1.527  -1.187
C  -1.015  0.987  0.248
C  -1.391  -0.433  0.593
N  -0.391  -1.212  1.198
O  -2.505  -0.918  0.448
C  -0.819  -0.783  -2.404
C  0.481  -1.445  -1.881
C  1.165  -2.278  -2.976
I  2.024  -0.355  -0.887
H  -1.408  -0.129  -6.356
H  -0.699  1.381  -6.898
H  -0.116  -0.233  -7.477
H  1.486  0.282  -5.833
H  0.257  -0.733  -4.987
H  0.148  2.227  -5.201
H  -1.670  0.780  -4.383
H  -1.906  2.914  -4.875
H  -4.167  1.530  -3.629
H  -4.995  1.223  -1.284
H  -5.460  2.611  -2.192
H  -4.766  2.983  0.258
H  -3.113  2.825  -0.233
H  -3.037  4.882  -1.054
H  -4.473  5.162  -0.138
H  -4.108  5.394  -2.701
H  -3.032  0.297  -1.321
H  -3.042  -0.231  -2.959
H  0.141  1.875  -1.338
H  -1.399  2.462  -1.232
H  -1.742  1.589  0.783
H  -0.094  1.212  0.765
H  -0.835  -2.012  1.634
H  -0.024  -0.655  1.967
H  -0.987  -1.109  -3.422
H  -1.603  -1.295  -1.865
H  0.226  -2.177  -1.137
H  0.436  -2.883  -3.519
H  1.802  -1.684  -3.605
H  1.790  -2.980  -2.438
C  3.928  -1.171  2.999
O  2.934  -1.881  3.055
N  4.112  -0.250  2.005
N  4.926  -1.237  3.928
H  4.912  0.350  1.944
H  3.380  -0.183  1.318
H  4.822  -1.906  4.672
H  5.750  -0.659  3.902
C  -1.301  -5.322  -3.480
O  -0.338  -4.757  -3.968
N  -2.517  -4.705  -3.333
N  -1.250  -6.615  -3.038
H  -3.318  -5.154  -2.933
H  -2.594  -3.759  -3.653
H  -0.375  -7.096  -3.127
H  -2.032  -7.091  -2.633
C  -1.071  7.924  -1.979
O  -1.928  7.357  -1.303
N  -0.152  7.266  -2.716
N  -0.997  9.298  -2.026
H  0.537  7.737  -3.269
H  -0.176  6.246  -2.721
H  -1.666  9.816  -1.492
H  -0.314  9.790  -2.567
C  4.178  -2.843  -5.757
O  3.285  -2.476  -5.015
N  4.105  -4.009  -6.471
N  5.328  -2.125  -5.945
H  4.829  -4.324  -7.088
H  3.276  -4.562  -6.360
H  5.420  -1.262  -5.443
H  6.067  -2.421  -6.559
C  2.950  -2.522  7.271
O  3.623  -3.448  6.839
N  2.396  -2.529  8.516
N  2.710  -1.400  6.523
H  1.848  -1.773  8.877
H  2.552  -3.331  9.102
H  3.104  -1.378  5.601
H  2.172  -0.622  6.847
C  -0.918  -3.149  -8.739
O  -1.192  -2.470  -7.765
N  -0.127  -2.690  -9.758
N  -1.380  -4.429  -8.896
H  0.106  -3.236  -10.564
H  0.230  -1.757  -9.679
H  -1.961  -4.799  -8.169
H  -1.164  -4.999  -9.690
C  -0.714  4.046  1.814
O  0.130  3.233  1.465
N  -1.269  4.039  3.072
N  -1.171  5.006  0.973
H  -1.965  4.695  3.367
H  -0.951  3.339  3.713
H  -0.799  5.026  0.036
H  -1.867  5.682  1.223
C  -6.835  2.800  2.384
O  -5.875  3.318  1.838
N  -8.025  3.442  2.553
N  -6.790  1.518  2.872
H  -8.820  3.022  2.998
H  -8.095  4.380  2.206
H  -5.925  1.019  2.772
H  -7.566  1.072  3.330
C  9.188  -2.899  -6.654
O  8.534  -3.230  -7.629
N  10.361  -2.203  -6.754
N  8.786  -3.198  -5.382
H  10.905  -1.924  -5.962
H  10.678  -1.968  -7.675
H  7.927  -3.707  -5.291
H  9.290  -2.935  -4.558
C  -8.170  6.140  -3.963
O  -8.846  5.642  -4.851
N  -8.530  7.316  -3.349
N  -7.015  5.585  -3.503
H  -7.990  7.742  -2.621
H  -9.373  7.757  -3.659
H  -6.717  4.727  -3.923
H  -6.454  5.980  -2.774
C  2.801  -3.227  12.286
O  2.373  -3.579  11.195
N  3.954  -2.521  12.421
N  2.147  -3.523  13.453
H  4.330  -2.226  13.300
H  4.454  -2.281  11.586
H  1.294  -4.045  13.383
H  2.481  -3.245  14.355
C  -2.857  -3.334  5.038
O  -3.301  -4.074  5.893
N  -1.561  -2.886  5.039
N  -3.614  -2.874  3.986
H  -1.205  -2.270  4.334
H  -0.957  -3.188  5.780
H  -4.571  -3.166  3.939
H  -3.256  -2.266  3.274
C  8.405  -1.395  3.072
O  7.975  -0.750  4.015
N  9.342  -0.892  2.210
N  7.985  -2.665  2.803
H  9.706  -1.406  1.432
H  9.671  0.039  2.381
H  7.291  -3.060  3.412
H  8.325  -3.207  2.032
C  7.536  -1.760  11.509
O  6.544  -1.401  12.125
N  7.575  -2.924  10.797
N  8.685  -1.021  11.483
H  8.379  -3.229  10.284
H  6.749  -3.493  10.791
H  8.689  -0.159  11.994
H  9.506  -1.298  10.982
C  -8.714  -1.718  1.582
O  -9.380  -1.325  2.525
N  -8.991  -2.883  0.920
N  -7.635  -1.018  1.120
H  -8.453  -3.217  0.144
H  -9.777  -3.417  1.237
H  -7.428  -0.161  1.601
H  -7.064  -1.311  0.351


Entry from OMol25: 7 unconnected molecules or ions with the total composition C32H93N17O8P5 in a non-equilibrium geometry (ωB97M-V/def2-TZVPD).

The calculation puts the HOMO energy at -4.02 eV. As for the LUMO energy: 2.4 eV. The total charge is -1. The energy above the lowest of the compared OMol25 structures with the same formula, charge and spin is 154.3 kcal/mol. The calculated total energy is -4514.521314 a.u.

Element x y z (Å)
N  -1.268  0.660  0.918
O  -2.006  1.407  0.302
O  -0.231  0.340  0.334
O  -1.455  0.298  2.065
O  2.612  1.535  -0.828
P  3.806  1.570  0.091
N  3.891  0.212  1.076
C  5.044  -0.068  1.926
C  2.675  -0.635  1.402
N  3.992  2.859  1.171
C  3.111  2.958  2.420
C  4.332  4.167  0.800
N  5.304  1.406  -0.784
C  6.630  1.720  -0.288
C  5.382  0.853  -2.131
H  5.647  -0.885  1.528
H  4.695  -0.283  2.936
H  5.625  0.843  2.070
H  2.953  -1.644  1.703
H  2.170  -0.774  0.447
H  2.013  -0.206  2.155
H  2.088  3.043  2.055
H  3.084  2.072  3.054
H  3.304  3.792  3.094
H  4.708  4.653  1.700
H  5.139  4.074  0.073
H  3.455  4.812  0.739
H  7.232  0.838  -0.068
H  7.153  2.387  -0.973
H  6.518  2.174  0.697
H  6.327  1.242  -2.510
H  4.601  1.162  -2.826
H  5.477  -0.230  -2.047
O  1.107  -1.488  -2.594
P  1.627  -2.916  -2.716
N  1.544  -3.656  -1.170
C  0.894  -3.046  -0.037
C  1.852  -5.136  -1.054
N  3.215  -3.137  -2.910
C  4.176  -2.314  -2.186
C  3.868  -4.238  -3.644
N  0.765  -3.918  -3.728
C  0.021  -5.096  -3.344
C  1.157  -3.880  -5.182
H  0.548  -2.026  -0.204
H  1.514  -3.044  0.859
H  -0.004  -3.612  0.212
H  2.177  -5.433  -2.051
H  0.996  -5.661  -0.629
H  2.649  -5.361  -0.345
H  4.711  -2.890  -1.431
H  4.936  -1.964  -2.885
H  3.621  -1.433  -1.861
H  3.367  -5.205  -3.596
H  3.930  -3.939  -4.690
H  4.905  -4.345  -3.325
H  0.622  -5.966  -3.079
H  -0.704  -4.845  -2.570
H  -0.591  -5.427  -4.183
H  0.598  -3.100  -5.699
H  0.776  -4.782  -5.662
H  2.114  -3.530  -5.568
O  -2.341  -0.765  -2.277
P  -3.426  -1.807  -2.261
N  -3.320  -3.027  -1.006
C  -2.724  -2.550  0.373
C  -3.540  -4.496  -1.114
N  -3.717  -2.446  -3.770
C  -4.583  -1.886  -4.804
C  -2.849  -3.522  -4.217
N  -4.977  -1.069  -1.946
C  -6.031  -1.939  -1.720
C  -5.068  0.318  -1.440
H  -1.763  -2.038  0.419
H  -2.536  -3.478  0.913
H  -3.478  -1.955  0.889
H  -3.733  -4.881  -0.112
H  -2.634  -4.907  -1.560
H  -4.381  -4.711  -1.772
H  -5.366  -1.262  -4.374
H  -4.022  -1.214  -5.453
H  -5.098  -2.648  -5.389
H  -3.039  -4.388  -3.583
H  -3.162  -3.876  -5.199
H  -1.802  -3.273  -4.044
H  -6.965  -1.479  -2.043
H  -5.933  -2.808  -2.370
H  -6.150  -2.128  -0.653
H  -6.095  0.682  -1.476
H  -4.439  0.934  -2.082
H  -4.695  0.377  -0.417
O  3.233  -2.061  5.563
P  2.686  -0.944  6.434
N  1.054  -0.565  6.098
C  0.132  -0.124  7.122
C  0.508  -0.891  4.783
N  3.565  0.554  6.312
C  5.010  0.641  6.101
C  2.947  1.897  6.184
N  2.683  -1.303  8.150
C  2.812  -0.249  9.104
C  2.634  -2.658  8.620
H  -0.886  -0.073  6.736
H  0.491  0.806  7.562
H  0.086  -0.682  8.057
H  -0.406  -0.398  4.452
H  0.310  -1.959  4.692
H  1.188  -0.634  3.971
H  5.466  -0.224  6.581
H  5.224  0.732  5.036
H  5.479  1.454  6.655
H  2.300  1.920  7.061
H  3.684  2.699  6.182
H  2.351  2.001  5.277
H  3.737  -0.473  9.635
H  2.787  0.748  8.663
H  1.982  -0.343  9.804
H  3.578  -3.187  8.490
H  1.899  -3.110  7.954
H  2.257  -2.863  9.622
O  -2.248  3.167  -2.946
P  -3.504  3.766  -3.444
N  -3.973  3.121  -4.965
C  -3.190  3.576  -6.235
C  -4.595  1.847  -5.036
N  -3.272  5.408  -3.723
C  -4.200  6.303  -4.462
C  -2.219  6.139  -2.928
N  -4.896  3.690  -2.404
C  -4.696  4.076  -0.987
C  -6.208  3.396  -2.908
H  -2.170  3.879  -5.997
H  -3.562  4.517  -6.641
H  -3.057  2.827  -7.016
H  -5.664  1.891  -5.244
H  -4.341  1.152  -4.237
H  -4.267  1.316  -5.930
H  -3.567  6.795  -5.200
H  -4.997  5.821  -5.028
H  -4.468  7.103  -3.771
H  -2.587  6.484  -1.962
H  -1.501  5.356  -2.681
H  -1.675  6.874  -3.521
H  -5.677  4.029  -0.513
H  -4.231  3.294  -0.387
H  -4.195  5.011  -0.737
H  -6.926  3.801  -2.194
H  -6.343  2.327  -3.071
H  -6.499  3.816  -3.871
C  -2.531  3.307  3.472
C  -1.325  3.200  4.285
N  -0.376  3.112  4.968
H  -2.527  4.360  3.193
H  -3.398  3.113  4.103
H  -2.442  2.692  2.577